(1)
The following is a DFT calculation (ωB97M-V with the def2-TZVPD basis set) of C33H41N3O2RuSb as an isolated structure in a non-equilibrium geometry.

Last column: Mulliken charge in e.
Atoms and positions in Å:
Ru  -0.022922  -0.422268  -0.292791  -1.38
O  -0.864911  0.305338  -1.899866  0.02
C  -1.249540  1.536301  -2.104830  0.47
C  -1.740122  1.878820  -3.379248  -0.69
C  -2.186728  3.147968  -3.642824  -0.54
C  -2.174182  4.137451  -2.643756  -0.79
C  -1.709123  3.825018  -1.397391  -0.99
C  -1.213720  2.533801  -1.098022  0.95
C  -0.681295  2.331622  0.198697  -0.94
N  0.090740  1.340659  0.567386  1.40
N  0.624532  1.362260  1.828948  -1.36
C  1.064234  0.183030  2.190223  0.73
O  0.947826  -0.854585  1.438729  -0.46
C  1.725785  0.026964  3.500325  0.49
C  1.890864  -1.249387  4.032530  -0.08
C  2.495306  -1.409012  5.269136  -0.92
C  2.943699  -0.298286  5.970762  -0.39
C  2.787841  0.974660  5.436566  -0.79
C  2.177017  1.141172  4.205578  -0.37
H  -1.763457  1.107073  -4.137320  0.50
H  -2.564235  3.384779  -4.628929  0.44
H  -2.528539  5.136555  -2.853211  0.42
H  -1.698744  4.577587  -0.618577  0.42
H  -0.866744  3.100575  0.943481  0.45
H  1.540335  -2.108254  3.475511  0.34
H  2.613838  -2.398509  5.690068  0.42
H  3.413348  -0.425109  6.937190  0.41
H  3.141836  1.837317  5.984899  0.42
H  2.045076  2.124736  3.776243  0.45
C  0.882913  -1.154466  -4.269412  -1.63
C  2.183921  -0.590071  -3.705446  1.57
C  3.384448  -1.184667  -4.431681  -1.48
C  2.190404  0.934694  -3.784855  -1.63
Sb  2.218144  -1.094052  -1.558468  2.27
C  4.024419  -0.240221  -0.601232  1.74
C  5.217989  -0.389758  -1.533147  -1.81
C  4.266797  -0.960263  0.718915  -2.07
C  3.683076  1.227146  -0.351757  -1.49
C  1.967914  -3.267626  -1.336944  1.87
C  2.383857  -3.657151  0.077844  -1.87
C  2.740178  -4.060163  -2.380158  -1.73
C  0.455373  -3.445775  -1.491572  -1.91
H  0.755680  -0.786947  -5.292919  0.58
H  0.014635  -0.841120  -3.690120  0.09
H  0.905431  -2.244332  -4.316351  0.28
H  3.318032  -0.903475  -5.487807  0.51
H  3.400843  -2.272553  -4.383988  0.26
H  4.332499  -0.809067  -4.054646  0.25
H  2.064126  1.237219  -4.829174  0.52
H  3.134626  1.354958  -3.435392  0.28
H  1.373345  1.378813  -3.212095  0.26
H  5.387593  -1.427337  -1.826826  0.34
H  6.114357  -0.046512  -1.006883  0.50
H  5.113730  0.218410  -2.431134  0.34
H  4.652048  -1.966834  0.564820  0.32
H  3.372077  -1.017706  1.336489  0.53
H  5.022129  -0.401103  1.280907  0.53
H  3.451752  1.765010  -1.272279  0.20
H  4.547221  1.715609  0.109559  0.54
H  2.840935  1.334029  0.334196  0.17
H  3.464513  -3.638560  0.203819  0.35
H  2.048236  -4.681755  0.269088  0.55
H  1.929638  -3.010709  0.830856  0.30
H  3.806732  -3.830121  -2.363429  0.32
H  2.360605  -3.887857  -3.387668  0.35
H  2.632184  -5.128741  -2.168005  0.48
H  -0.092484  -2.866924  -0.730995  0.31
H  0.187709  -4.495045  -1.332049  0.57
H  0.092467  -3.153442  -2.477238  0.22
N  -6.205806  -3.665828  2.091445  -0.47
C  -5.259523  -3.117241  1.742199  -0.17
C  -4.069531  -2.442091  1.294908  0.51
C  -3.874366  -2.225469  -0.067546  -0.80
C  -2.718729  -1.601014  -0.506664  0.05
C  -1.756667  -1.200551  0.419826  0.89
C  -1.957883  -1.404592  1.783922  -0.40
C  -3.118860  -2.020108  2.222100  -0.97
H  -4.630770  -2.538133  -0.774519  0.49
H  -2.581327  -1.420782  -1.564389  0.48
H  -1.227490  -1.085669  2.513341  0.47
H  -3.286734  -2.182192  3.278287  0.50

Forces on atoms 1 to 3 (eV/Å):
Ru -0.840 2.810 -0.077
O -0.203 0.398 -0.647
C 0.253 -0.551 0.090

Values from the calculation:
HOMO (alpha / beta) ... -11.14 / -11.14 eV
Orbital gap (alpha / beta) ... 5.952 / 5.982 eV
Total charge ... +1

=====

(2)
The following is a DFT calculation (ωB97M-V with the def2-TZVPD basis set) of a 8-piece molecular cluster, C34H69N2O32S11 overall in a non-equilibrium geometry.

Last column: Mulliken charge in e.
Atoms and positions in Å:
C  4.876542  -9.476253  3.056469  -0.72
C  4.769589  -9.590603  1.413619  -0.53
C  3.964092  -8.285105  0.760832  -0.45
C  4.602912  -6.866150  1.277316  -0.75
C  3.703502  -6.117836  2.461202  -0.40
C  2.187026  -5.698308  1.947083  -0.64
C  1.807623  -4.108479  2.294904  1.28
C  1.388688  -4.075899  3.882361  -1.09
N  0.596793  -2.858447  4.305263  0.11
C  -0.734497  -2.743199  3.596453  0.22
C  -1.735470  -4.038531  3.802386  -0.64
C  -3.354065  -3.623806  3.744417  -0.54
C  -3.965577  -4.101836  2.262954  -0.42
C  -4.457288  -5.678549  2.302540  -0.42
C  -4.661143  -6.340251  0.813249  -0.48
C  -5.279886  -7.857665  0.861849  -0.42
C  -4.543568  -8.838149  1.968808  -0.87
C  1.406082  -1.581318  4.255035  -0.20
S  2.560078  -1.370145  5.529728  -0.19
S  1.256314  -0.205319  2.993564  0.06
C  2.400079  -0.446323  1.530276  -0.20
C  1.615884  0.124528  0.167812  -0.59
C  0.115163  -0.535047  0.212005  0.99
S  -0.676528  -0.793546  -1.479099  0.94
O  -0.544788  0.549131  -2.240265  -0.55
O  -2.204109  -1.015053  -1.205878  -0.67
N  0.071996  -2.063668  -2.414980  -0.44
S  -0.484516  -3.652172  -1.949849  0.98
O  0.235901  -4.674859  -2.913021  -0.73
O  -2.005816  -3.895964  -2.153281  -0.61
H  5.849562  -8.915623  3.392849  0.23
H  4.877609  -10.592713  3.477772  0.30
H  3.880178  -8.973441  3.457372  0.13
H  4.130696  -10.552269  1.190186  0.32
H  5.875761  -9.663314  0.988920  0.27
H  4.099894  -8.312148  -0.416431  0.25
H  2.830810  -8.441982  1.048998  0.24
H  5.706167  -7.086071  1.672422  0.30
H  4.721883  -6.132462  0.372567  0.36
H  3.671196  -6.794292  3.439179  0.13
H  4.339164  -5.151590  2.756460  0.30
H  2.160464  -5.912341  0.783200  0.36
H  1.411424  -6.422043  2.460483  0.20
H  2.844551  -3.525758  2.216256  0.19
H  0.993740  -3.682628  1.563870  -0.90
H  0.836555  -5.109126  4.104717  0.35
H  2.401272  -4.095020  4.514078  0.24
H  -0.669612  -2.525669  2.448242  -0.25
H  -1.304104  -1.814765  4.077413  0.40
H  -1.513504  -4.785805  2.898355  0.20
H  -1.583333  -4.539648  4.852687  0.25
H  -3.520021  -2.459006  3.901077  0.27
H  -3.991858  -4.179081  4.560740  0.32
H  -4.908803  -3.445078  1.947971  0.37
H  -3.069405  -4.013113  1.510065  0.08
H  -5.504733  -5.776477  2.854877  0.21
H  -3.657170  -6.309296  2.917926  0.16
H  -3.636769  -6.388290  0.247260  0.23
H  -5.405014  -5.679524  0.189789  0.25
H  -6.437981  -7.897424  1.092978  0.26
H  -5.087724  -8.369955  -0.196219  0.30
H  -5.050298  -8.696777  3.036234  0.21
H  -4.792780  -9.956543  1.655398  0.31
H  -3.379570  -8.694882  1.984216  0.22
H  2.677046  -1.556608  1.285697  0.07
H  3.431727  0.141770  1.649660  0.40
H  1.635089  1.296131  0.140558  0.07
H  2.212779  -0.270567  -0.774913  0.28
H  0.229676  -1.609313  0.686610  -1.02
H  -0.592968  0.182736  0.805940  0.10
H  -0.098058  -4.003542  -0.618557  0.00
C  0.055353  3.171675  -3.607841  -0.15
C  -0.332737  3.956351  -4.858197  0.31
O  0.408043  5.172091  -4.780727  -0.23
S  1.828123  4.880530  -4.033204  0.99
O  2.841935  4.694018  -5.047368  -0.50
O  1.969890  5.815095  -2.941007  -0.61
O  1.447729  3.418776  -3.419631  -0.22
H  -0.478639  3.543707  -2.727504  -0.06
H  -0.130114  2.099975  -3.718901  0.39
H  -1.405037  4.160527  -4.905699  0.09
H  -0.022339  3.429093  -5.766483  0.09
C  4.495158  3.520359  -8.054280  -0.32
C  3.143776  2.817063  -7.960149  -0.19
O  3.240447  1.703014  -8.844643  -0.29
S  4.783218  1.173938  -8.863701  1.09
O  4.888787  0.057839  -7.950297  -0.55
O  5.228233  1.112392  -10.236500  -0.55
O  5.461985  2.476266  -8.155806  -0.32
H  4.558640  4.132561  -8.959667  0.29
H  4.697823  4.143946  -7.179443  0.28
H  2.314681  3.467601  -8.248548  0.31
H  2.969460  2.431982  -6.949873  0.24
C  -0.338438  4.333059  0.055701  -0.31
C  -0.092037  4.320936  1.561974  -0.30
O  -1.371368  4.090303  2.147552  -0.23
S  -2.251087  3.150816  1.145613  0.92
O  -2.144485  1.782346  1.600648  -0.49
O  -3.516670  3.802852  0.901582  -0.63
O  -1.315717  3.320581  -0.178835  -0.12
H  -0.756852  5.291708  -0.267517  0.28
H  0.571459  4.123821  -0.513141  0.36
H  0.333098  5.260811  1.922065  0.37
H  0.564304  3.491986  1.847260  0.12
C  -3.604842  8.257208  -4.829993  -0.32
C  -4.956224  7.553911  -4.735862  -0.37
O  -4.859553  6.439863  -5.620356  -0.31
S  -3.316782  5.910787  -5.639414  1.12
O  -3.211213  4.794687  -4.726010  -0.56
O  -2.871767  5.849241  -7.012213  -0.56
O  -2.638015  7.213115  -4.931520  -0.25
H  -3.541360  8.869410  -5.735381  0.29
H  -3.402177  8.880795  -3.955156  0.30
H  -5.785319  8.204449  -5.024261  0.31
H  -5.130540  7.168831  -3.725586  0.27
C  0.308413  -1.762569  -7.590347  -0.39
C  0.819531  -1.560107  -9.014245  -0.05
O  -0.271315  -0.976397  -9.722849  -0.32
S  -1.133707  -0.047577  -8.696205  1.04
O  -0.703389  1.323443  -8.858254  -0.51
O  -2.518624  -0.451611  -8.768075  -0.55
O  -0.497380  -0.619575  -7.308472  -0.21
H  -0.326312  -2.651965  -7.522164  0.27
H  1.123833  -1.842141  -6.866446  0.35
H  1.126849  -2.497612  -9.483723  0.31
H  1.654309  -0.851594  -9.036279  0.06
C  -2.944647  3.781544  6.732980  -0.34
C  -3.332737  4.566220  5.482624  -0.07
O  -2.591957  5.781960  5.560093  -0.28
S  -1.171877  5.490399  6.307617  1.10
O  -0.158065  5.303887  5.293453  -0.51
O  -1.030110  6.424963  7.399814  -0.54
O  -1.552271  4.028644  6.921190  -0.33
H  -3.478639  4.153576  7.613317  0.28
H  -3.130114  2.709843  6.621919  0.33
H  -4.405037  4.770396  5.435121  0.34
H  -3.022339  4.038962  4.574338  0.02
C  1.255353  8.955996  8.427870  -0.19
C  0.867263  9.740672  7.177514  -0.29
O  1.608043  10.956412  7.254984  -0.33
S  3.028123  10.664851  8.002507  1.08
O  4.041935  10.478339  6.988343  -0.53
O  3.169890  11.599416  9.094704  -0.54
O  2.647729  9.203097  8.616081  -0.32
H  0.721361  9.328028  9.308207  0.29
H  1.069886  7.884296  8.316810  0.22
H  -0.205037  9.944848  7.130012  0.29
H  1.177661  9.213414  6.269229  0.31

Forces on atoms 1 to 3 (eV/Å):
C -0.695 -0.894 -0.407
C -0.228 0.597 0.444
C 0.841 -0.640 -0.087

Values from the calculation:
HOMO ... -6.59 eV
Orbital gap ... 7.295 eV
Total charge ... -1

=====

(3)
The following is a DFT calculation (ωB97M-V with the def2-TZVPD basis set) of a 4-piece molecular cluster, C18H29BFNO12 overall.

Last column: natural (NBO) charge in e.
Atoms and positions in Å:
N  -1.460499  -0.065607  3.936361  -1.11
B  -2.122398  1.064558  3.329753  1.11
O  -1.443035  2.077563  2.695908  -0.92
C  -3.717184  1.052674  3.402659  -0.47
C  -4.389960  1.458506  4.467870  0.36
F  -3.785774  1.931911  5.555595  -0.31
C  -5.883696  1.375217  4.464319  0.46
O  -6.609172  2.235900  4.908938  -0.47
C  -6.377087  0.152953  3.773597  -0.24
C  -5.729928  -0.269183  2.696912  -0.23
C  -4.537133  0.525815  2.268833  0.53
O  -4.276583  0.741273  1.108134  -0.50
H  -0.518159  -0.177185  3.585555  0.39
H  -1.466015  -0.025844  4.946473  0.41
H  -1.286762  2.835548  3.261523  0.52
H  -7.235408  -0.358184  4.173076  0.24
H  -6.012042  -1.149298  2.146982  0.24
C  0.970103  3.173008  -0.114794  -0.64
C  2.405644  3.628033  -0.251372  -0.07
O  2.520319  5.056047  -0.146622  -0.49
C  2.476214  5.543202  1.089076  0.98
O  2.376515  4.905768  2.104847  -0.65
O  2.576487  6.870803  1.012396  -0.49
C  2.492082  7.539924  2.271219  -0.26
H  0.333499  3.697750  -0.828910  0.21
H  0.888125  2.100747  -0.294016  0.23
H  0.583412  3.384774  0.881299  0.22
H  2.788261  3.376074  -1.238437  0.19
H  3.049269  3.146120  0.483824  0.19
H  3.204745  7.128206  2.982100  0.20
H  1.480947  7.466843  2.668992  0.19
H  2.730379  8.583003  2.084791  0.20
C  1.931346  -1.701034  -4.823316  -0.64
C  1.292998  -0.355135  -5.097059  -0.07
O  -0.066386  -0.311764  -4.635244  -0.49
C  -0.216742  -0.118307  -3.330920  0.99
O  0.665978  0.046100  -2.527189  -0.67
O  -1.516649  -0.147564  -3.046459  -0.49
C  -1.807143  -0.028519  -1.649289  -0.26
H  1.321626  -2.502720  -5.241843  0.21
H  2.925349  -1.745977  -5.267815  0.22
H  2.026001  -1.884207  -3.753521  0.23
H  1.239749  -0.174147  -6.168825  0.19
H  1.864375  0.458446  -4.651341  0.19
H  -1.316521  0.840963  -1.218395  0.20
H  -1.497532  -0.933287  -1.127647  0.18
H  -2.882244  0.087641  -1.554352  0.21
C  2.324779  -7.574668  -2.125104  -0.64
C  3.385353  -6.670010  -1.534752  -0.07
O  3.104909  -5.287854  -1.795659  -0.49
C  2.188371  -4.734041  -1.003691  0.98
O  1.614865  -5.274784  -0.095663  -0.65
O  2.026873  -3.468068  -1.384792  -0.50
C  1.027067  -2.753165  -0.654172  -0.27
H  2.197062  -7.367262  -3.188247  0.21
H  2.606204  -8.620285  -2.001330  0.22
H  1.362570  -7.417213  -1.639367  0.22
H  4.348337  -6.863727  -2.003486  0.19
H  3.498965  -6.832211  -0.463446  0.20
H  1.195876  -2.825212  0.418260  0.19
H  0.037474  -3.136339  -0.903703  0.18
H  1.091924  -1.712570  -0.958511  0.22

Forces on atoms 1 to 3 (eV/Å):
N 0.116 0.608 -0.622
B -0.207 -0.159 0.245
O -0.029 -0.316 -0.314

Values from the calculation:
Structure (SMILES) ... NB(O)C1=C(F)C(=O)C=CC1=O.CCOC(=O)OC.CCOC(=O)OC.CCOC(=O)OC
HOMO ... -10.21 eV
Orbital gap ... 9.168 eV

=====

Table of DFT total energy (eV), in record order: -52563.5629, -224047.2087, -48591.3136